Entry 1:
Entry from the OMol25 dataset: a single C4H7IN2 molecule in a non-equilibrium geometry (ωB97M-V/def2-TZVPD).

Positions of all 14 atoms, in Å:
C (2.8565, 1.1585, 0.1548)
C (1.5269, 1.0363, -0.0355)
C (0.4474, 0.0540, 0.0245)
C (-0.8576, 0.2927, -0.3666)
N (-1.8274, -0.6862, -0.4519)
N (-1.6711, -2.0038, 0.0157)
I (-3.8957, 0.1535, 0.7079)
H (3.1461, 2.0904, -0.0740)
H (3.5332, 0.4230, 0.3775)
H (1.2192, 1.9934, -0.4249)
H (0.7403, -1.0099, 0.3487)
H (-1.1913, 1.2863, -0.7774)
H (-1.5908, -2.2637, 0.9876)
H (-2.4357, -2.5247, -0.4865)

relative energy (zero: lowest compared OMol25 entry of this formula, charge and spin) = 86.26 kcal/mol
Kohn-Sham gap (alpha / beta) = 6.77 / 6.79 eV
E_HOMO (alpha / beta) = -0.3065 / -0.3074 Eh
electronic energy = -15338.384 eV
structure (SMILES) = C=C/C=C/N(N)I

Atom charges from the natural (NBO) analysis, given in e for atoms 1 to 6: C -0.340; C -0.217; C -0.226; C -0.033; N -0.215; N -0.617

***

Entry 2:
Entry from the OMol25 dataset: 2 unconnected molecules or ions with the total composition C4H7INO in a non-equilibrium geometry (ωB97M-V/def2-TZVPD).

Positions of all 14 atoms, in Å:
C (0.9626, 1.8219, 0.5546)
C (1.5055, 0.8963, 1.5040)
C (-0.4131, -1.4410, -1.3294)
C (-1.1948, -0.4444, -0.5904)
N (0.4113, 0.6804, 0.4304)
O (-1.8068, -0.5175, 0.5401)
I (-1.8998, 1.1864, -1.8114)
H (0.9166, 2.8359, -0.0461)
H (2.5732, 0.4845, 1.4128)
H (1.1187, 0.8122, 2.4528)
H (0.4951, -1.5939, -0.7119)
H (-1.0459, -2.3802, -1.1032)
H (-0.2164, -1.1403, -2.3915)
H (-1.4061, -1.2005, 1.0893)

expectation value of S² = 2.01
spin multiplicity = 3
relative energy (zero: lowest compared OMol25 entry of this formula, charge and spin) = 110.47 kcal/mol
Kohn-Sham gap (alpha / beta) = 6.24 / 5.56 eV
E_HOMO (alpha / beta) = -0.3914 / -0.5223 Eh
net charge = +1
electronic energy = -15884.859 eV

Atom charges from the natural (NBO) analysis, given in e for atoms 1 to 6: C 0.101; C -0.282; C -0.758; C 0.309; N -0.404; O -0.678

***

Entry 3:
Entry from the OMol25 dataset: a molecular structure, C4H7IO in a non-equilibrium geometry (ωB97M-V/def2-TZVPD).

Positions of all 13 atoms, in Å:
C (0.1715, -1.1465, 0.0539)
C (-0.5728, 0.1715, -0.3436)
C (1.5044, -0.1455, -0.8840)
C (-1.3813, 0.9098, 0.7609)
O (0.5511, 0.8035, -0.9125)
I (3.0744, 0.3917, 0.5394)
H (0.4195, -1.3868, 1.1290)
H (-0.1079, -2.1325, -0.5067)
H (-1.1329, -0.0238, -1.2368)
H (1.9286, -0.4757, -1.7732)
H (-1.4098, 0.0150, 1.5376)
H (-2.3231, 1.3238, 0.3876)
H (-0.7218, 1.6954, 1.2483)

relative energy (zero: lowest compared OMol25 entry of this formula, charge and spin) = 60.21 kcal/mol
Kohn-Sham gap = 9.53 eV
E_HOMO = -0.3292 Eh
electronic energy = -14406.621 eV

Atom charges from the natural (NBO) analysis, given in e for atoms 1 to 6: C -0.422; C 0.073; C 0.067; C -0.646; O -0.550; I -0.009

***

Entry 4:
Entry from the OMol25 dataset: a molecular structure, C4H7IO2S in a non-equilibrium geometry (ωB97M-V/def2-TZVPD).

Positions of all 15 atoms, in Å:
C (0.1704, 1.6061, 0.4787)
C (0.9470, 0.3982, -1.3523)
C (-0.3363, 0.5410, -0.5247)
C (-0.6961, -0.7699, 0.2038)
O (1.1197, 3.1439, -1.6559)
O (2.6394, 2.1827, 0.0637)
S (1.3906, 2.0916, -0.6575)
I (-1.9801, 1.1565, -1.7143)
H (-0.5188, 2.3541, 0.9731)
H (0.6763, 1.0142, 1.1339)
H (1.4349, -0.5564, -1.0448)
H (0.8570, 0.3824, -2.3709)
H (-0.6554, -1.6138, -0.4983)
H (-1.7088, -0.8398, 0.5889)
H (0.0016, -0.9654, 1.0848)

relative energy (zero: lowest compared OMol25 entry of this formula, charge and spin) = 24.47 kcal/mol
Kohn-Sham gap = 10.12 eV
E_HOMO = -0.3620 Eh
electronic energy = -27290.390 eV

Atom charges from the natural (NBO) analysis, given in e for atoms 1 to 6: C -0.708; C -0.664; C -0.133; C -0.645; O -0.890; O -0.924

***

Entry 5:
Entry from the OMol25 dataset: a molecular structure, C4H7IO3S in a non-equilibrium geometry (ωB97M-V/def2-TZVPD).

Positions of all 16 atoms, in Å:
C (0.7692, -0.1759, 0.9413)
C (1.7006, 0.6201, -0.0233)
C (-0.6683, 0.0586, 0.6080)
C (-1.1828, -0.4601, -0.8269)
O (1.2439, 2.0250, 0.0275)
O (-0.8634, 1.4817, 0.6219)
O (-0.0962, 1.9921, -0.4436)
S (-0.5967, -2.1056, -1.3651)
I (-2.1593, -0.4356, 2.0290)
H (0.9900, -1.2970, 0.7647)
H (1.0335, 0.0877, 1.9238)
H (2.8665, 0.7821, 0.3334)
H (1.6572, 0.3619, -1.0671)
H (-0.6966, 0.3332, -1.5125)
H (-2.2692, -0.4504, -0.9345)
H (-1.7281, -2.8178, -1.0766)

relative energy (zero: lowest compared OMol25 entry of this formula, charge and spin) = 99.03 kcal/mol
Kohn-Sham gap = 9.73 eV
E_HOMO = -0.3466 Eh
electronic energy = -29333.737 eV

Atom charges from the natural (NBO) analysis, given in e for atoms 1 to 6: C -0.539; C -0.085; C 0.167; C -0.603; O -0.265; O -0.310

***

Entry 6:
Entry from the OMol25 dataset: a molecular structure, C4H7LiNiO2 in a non-equilibrium geometry (ωB97M-V/def2-TZVPD).

Positions of all 15 atoms, in Å:
H (-0.7141, -1.0381, -3.3492)
C (-0.3280, 0.8374, -0.2191)
C (-0.9407, 0.0724, 0.9365)
C (0.3300, -0.1043, 1.6733)
C (1.5344, -0.4068, 0.8493)
O (1.1321, -0.2174, -0.4762)
O (-0.8183, 0.6711, -1.4332)
Li (-2.0547, 0.2428, -2.7267)
Ni (0.3817, -0.7101, -2.1057)
H (-0.0868, 1.8911, -0.0028)
H (-1.6855, 0.6613, 1.4875)
H (-1.3907, -0.8649, 0.5696)
H (0.4222, 0.1081, 2.7379)
H (1.8643, -1.4511, 1.0023)
H (2.3540, 0.3085, 1.0564)

expectation value of S² = 3.76
spin multiplicity = 4
relative energy (zero: lowest compared OMol25 entry of this formula, charge and spin) = 0.00 kcal/mol
Kohn-Sham gap (alpha / beta) = 8.13 / 9.48 eV
E_HOMO (alpha / beta) = -0.4329 / -0.5365 Eh
net charge = +1
electronic energy = -49594.818 eV

Atom charges from the natural (NBO) analysis, given in e for atoms 1 to 6: H -0.590; C 0.463; C -0.552; C -0.097; C -0.134; O -0.771

***

Entry 7:
Entry from the OMol25 dataset: a molecular structure, C4H7MnO3 in a non-equilibrium geometry (ωB97M-V/def2-TZVPD).

Positions of all 15 atoms, in Å:
H (-2.3448, -2.7799, 1.3475)
O (-1.2110, 0.4735, 2.0620)
C (-0.2385, 1.1085, 1.7052)
C (0.7333, 0.5189, 0.6871)
O (0.8432, 1.3033, -0.4285)
C (0.2886, 0.6519, -1.5745)
C (0.3781, -0.8176, -1.2119)
O (0.1832, -0.7858, 0.2155)
Mn (-1.4097, -1.4059, 1.2384)
H (-0.0603, 2.1398, 2.0515)
H (1.7128, 0.3620, 1.1712)
H (0.8962, 0.9206, -2.4440)
H (-0.7494, 0.9796, -1.7269)
H (1.3731, -1.2340, -1.4112)
H (-0.3947, -1.4348, -1.6814)

expectation value of S² = 8.76
spin multiplicity = 6
relative energy (zero: lowest compared OMol25 entry of this formula, charge and spin) = 0.00 kcal/mol
Kohn-Sham gap (alpha / beta) = 8.51 / 8.86 eV
E_HOMO (alpha / beta) = -0.4970 / -0.5152 Eh
net charge = +1
electronic energy = -41715.095 eV

Atom charges from the natural (NBO) analysis, given in e for atoms 1 to 6: H -0.501; O -0.594; C 0.464; C 0.278; O -0.484; C -0.102

***

Entry 8:
Entry from the OMol25 dataset: a molecular structure, C4H7N in a non-equilibrium geometry (ωB97M-V/def2-TZVPD).

Positions of all 12 atoms, in Å:
C (0.2326, -1.0823, 1.1042)
C (0.6275, 0.2007, 0.4268)
C (0.0954, 1.4646, 0.6630)
C (-0.4987, -0.0630, -1.6727)
N (0.5275, 0.4174, -0.8749)
H (0.8061, -1.2609, 2.0176)
H (-0.8491, -1.0426, 1.3080)
H (0.6175, -1.8581, 0.4351)
H (0.6387, 2.3597, 0.4304)
H (-1.0055, 1.4864, 0.5828)
H (-0.5413, -1.1809, -1.8753)
H (-0.6505, 0.5590, -2.5449)

relative energy (zero: lowest compared OMol25 entry of this formula, charge and spin) = 125.61 kcal/mol
Kohn-Sham gap = 7.30 eV
E_HOMO = -0.2692 Eh
electronic energy = -5745.970 eV

Atom charges from the natural (NBO) analysis, given in e for atoms 1 to 6: C -0.682; C 0.130; C -0.213; C -0.401; N -0.288; H 0.231

***

Entry 9:
Entry from the OMol25 dataset: a single C4H7N molecule in a non-equilibrium geometry (ωB97M-V/def2-TZVPD).

Positions of all 12 atoms, in Å:
C (1.1204, -0.5202, 1.5171)
N (1.0927, 0.2886, 0.5268)
C (0.1155, 0.4628, -0.3990)
C (0.2473, 1.2907, -1.4201)
C (-1.0852, -0.5275, -0.3207)
H (0.6529, -1.5723, 1.6148)
H (1.0900, -0.0428, 2.5788)
H (1.0354, 1.9311, -1.0304)
H (-0.0993, 1.1229, -2.4925)
H (-1.9823, -0.1853, -0.9903)
H (-1.3776, -0.6034, 0.8000)
H (-0.8098, -1.6447, -0.3845)

relative energy (zero: lowest compared OMol25 entry of this formula, charge and spin) = 87.93 kcal/mol
Kohn-Sham gap = 7.92 eV
E_HOMO = -0.3011 Eh
electronic energy = -5747.604 eV
structure (SMILES) = C=NC(=C)C

Atom charges from the natural (NBO) analysis, given in e for atoms 1 to 6: C -0.008; N -0.447; C 0.151; C -0.443; C -0.688; H 0.138

***

Entry 10:
Entry from the OMol25 dataset: a single C4H7N molecule in a non-equilibrium geometry (ωB97M-V/def2-TZVPD).

Positions of all 12 atoms, in Å:
C (2.1949, -0.4507, 0.0297)
C (1.1649, 0.2195, 0.0819)
C (0.0243, 1.0848, -0.2906)
C (-0.9969, 0.2326, 0.4371)
N (-1.0487, -1.1036, -0.1121)
H (3.0309, -1.0950, 0.4311)
H (-0.0231, 1.0234, -1.3469)
H (-0.0114, 2.1163, 0.0789)
H (-0.7483, 0.1363, 1.5079)
H (-1.9176, 0.6331, 0.4110)
H (-1.5979, -1.2050, -0.9529)
H (-0.0711, -1.5918, -0.2750)

relative energy (zero: lowest compared OMol25 entry of this formula, charge and spin) = 68.57 kcal/mol
Kohn-Sham gap = 10.04 eV
E_HOMO = -0.3311 Eh
electronic energy = -5748.444 eV
structure (SMILES) = C#CCCN

Atom charges from the natural (NBO) analysis, given in e for atoms 1 to 6: C -0.285; C -0.002; C -0.493; C -0.203; N -0.865; H 0.255

***

Entry 11:
Entry from the OMol25 dataset: 2 unconnected molecules or ions with the total composition C4H7N in a non-equilibrium geometry (ωB97M-V/def2-TZVPD).

Positions of all 12 atoms, in Å:
C (1.6104, 0.5228, 1.1972)
C (-1.2993, -0.2516, -2.1595)
C (0.3136, 0.7838, 1.1688)
C (-0.6694, -0.0404, 0.5567)
N (-0.6276, 0.4157, -1.3930)
H (2.4583, 1.0864, 1.7316)
H (1.9717, -0.2756, 0.7096)
H (-1.0737, -0.1504, -3.2013)
H (-2.1646, -0.9933, -2.1015)
H (-0.1402, 1.6780, 1.8206)
H (-0.4160, -1.1913, 0.3915)
H (-1.6856, 0.1037, 0.8568)

relative energy (zero: lowest compared OMol25 entry of this formula, charge and spin) = 93.49 kcal/mol
Kohn-Sham gap = 8.97 eV
E_HOMO = -0.3081 Eh
electronic energy = -5747.363 eV

Atom charges from the natural (NBO) analysis, given in e for atoms 1 to 6: C -0.321; C -0.119; C -0.251; C -0.249; N -0.375; H 0.205

***

Entry 12:
Entry from the OMol25 dataset: a single C4H7N molecule in a non-equilibrium geometry (ωB97M-V/def2-TZVPD).

Positions of all 12 atoms, in Å:
C (0.5387, 0.1387, -1.2611)
C (0.2039, 0.3898, 0.2426)
C (-0.1583, -0.9490, 0.8532)
C (-0.9712, 1.3171, 0.4763)
N (-1.8473, 2.0829, 0.6771)
H (-0.1789, -0.4911, -1.7932)
H (1.4417, -0.5537, -1.1924)
H (0.8287, 1.0166, -1.8000)
H (1.0493, 0.9468, 0.6882)
H (0.7120, -1.6543, 1.0299)
H (-0.6892, -0.7197, 1.8776)
H (-0.9295, -1.5240, 0.2019)

relative energy (zero: lowest compared OMol25 entry of this formula, charge and spin) = 13.65 kcal/mol
Kohn-Sham gap = 12.30 eV
E_HOMO = -0.4206 Eh
electronic energy = -5750.825 eV
structure (SMILES) = CC(C)C#N

Atom charges from the natural (NBO) analysis, given in e for atoms 1 to 6: C -0.588; C -0.324; C -0.611; C 0.282; N -0.336; H 0.219

***

Please write out number 1 again, unchanged.
Entry from the OMol25 dataset: a single C4H7IN2 molecule in a non-equilibrium geometry (ωB97M-V/def2-TZVPD).

Positions of all 14 atoms, in Å:
C (2.8565, 1.1585, 0.1548)
C (1.5269, 1.0363, -0.0355)
C (0.4474, 0.0540, 0.0245)
C (-0.8576, 0.2927, -0.3666)
N (-1.8274, -0.6862, -0.4519)
N (-1.6711, -2.0038, 0.0157)
I (-3.8957, 0.1535, 0.7079)
H (3.1461, 2.0904, -0.0740)
H (3.5332, 0.4230, 0.3775)
H (1.2192, 1.9934, -0.4249)
H (0.7403, -1.0099, 0.3487)
H (-1.1913, 1.2863, -0.7774)
H (-1.5908, -2.2637, 0.9876)
H (-2.4357, -2.5247, -0.4865)

relative energy (zero: lowest compared OMol25 entry of this formula, charge and spin) = 86.26 kcal/mol
Kohn-Sham gap (alpha / beta) = 6.77 / 6.79 eV
E_HOMO (alpha / beta) = -0.3065 / -0.3074 Eh
electronic energy = -15338.384 eV
structure (SMILES) = C=C/C=C/N(N)I

Atom charges from the natural (NBO) analysis, given in e for atoms 1 to 6: C -0.340; C -0.217; C -0.226; C -0.033; N -0.215; N -0.617

***

> Look up the electronic energy of the first one.

-15338.384 eV